# 1
This record from the OMol25 dataset describes a 13-piece molecular cluster, C34H99N15O13 overall in a non-equilibrium geometry. The level of theory is wB97M-V/def2-TZVPD.

Last column: Mulliken charge in e.
Positions of all 161 atoms, in Å:
C  -0.46  5.18  0.95  0.336
O  -0.54  5.67  -0.15  -0.607
N  -1.50  5.13  1.91  -0.461
N  0.67  4.64  1.50  -0.082
H  -2.38  5.50  1.54  0.251
H  -1.41  4.32  2.55  0.172
H  1.46  4.70  0.91  0.213
H  0.70  4.39  2.45  0.274
C  0.79  -4.29  -3.44  0.734
O  0.51  -4.26  -2.23  -0.638
N  1.47  -3.39  -4.10  -0.165
N  0.46  -5.36  -4.27  -0.496
H  1.56  -3.41  -5.13  0.222
H  1.71  -2.47  -3.69  0.052
H  0.43  -6.23  -3.74  0.266
H  0.92  -5.29  -5.16  0.176
C  1.63  0.15  -4.50  0.409
O  2.33  -0.82  -4.21  -0.661
N  2.19  1.22  -5.10  -0.394
N  0.40  0.34  -3.97  -0.059
H  1.76  2.16  -5.02  0.137
H  3.19  1.16  -5.29  0.248
H  -0.04  1.25  -3.99  0.377
H  0.20  -0.31  -3.25  -0.051
C  -4.07  -1.41  1.43  0.450
O  -4.48  -0.33  1.81  -0.598
N  -2.76  -1.61  1.09  0.749
N  -4.84  -2.57  1.47  -0.526
H  -2.14  -0.86  0.82  -0.484
H  -2.28  -2.48  0.92  0.153
H  -5.84  -2.45  1.54  0.293
H  -4.55  -3.14  0.66  0.117
C  -3.63  0.46  -3.75  0.140
O  -3.75  0.11  -4.90  -0.675
N  -3.30  -0.38  -2.61  -0.005
N  -3.63  1.80  -3.37  -0.081
H  -3.30  -1.37  -2.73  0.154
H  -3.80  -0.12  -1.75  -0.093
H  -3.91  2.41  -4.14  0.281
H  -3.73  2.14  -2.44  0.019
C  6.28  -2.89  3.51  -1.335
C  4.84  -2.53  3.82  0.912
C  4.01  -2.15  2.56  -0.974
O  4.14  -3.49  4.63  -0.566
H  6.96  -2.00  3.54  0.311
H  6.35  -3.49  2.60  0.326
H  6.63  -3.55  4.34  0.413
H  4.84  -1.64  4.43  -0.301
H  4.42  -1.26  2.07  0.205
H  3.03  -1.83  2.96  0.194
H  3.95  -2.96  1.81  0.512
H  4.32  -4.39  4.35  0.326
C  6.59  -2.88  -3.45  -1.461
C  5.68  -2.06  -2.53  1.189
C  6.37  -1.50  -1.24  -1.253
O  5.27  -0.87  -3.24  -0.648
H  6.09  -3.74  -3.84  0.367
H  7.45  -3.28  -2.92  0.353
H  7.02  -2.28  -4.26  0.336
H  4.77  -2.62  -2.22  -0.050
H  7.10  -0.73  -1.52  0.338
H  6.72  -2.27  -0.58  0.385
H  5.60  -0.91  -0.66  0.167
H  4.32  -0.87  -3.46  0.235
C  -1.48  1.50  3.21  0.189
C  -1.42  0.74  4.50  0.395
C  -1.79  -0.69  4.34  -1.453
O  -0.06  0.97  5.07  -0.398
H  -0.70  1.14  2.46  -0.425
H  -1.25  2.57  3.23  -0.041
H  -2.44  1.29  2.76  0.093
H  -2.13  1.10  5.21  0.193
H  -2.81  -0.87  3.98  0.191
H  -1.79  -1.14  5.32  0.564
H  -1.11  -1.27  3.76  0.315
H  0.09  0.32  5.77  0.256
C  -2.83  -4.50  -1.40  -0.665
C  -2.37  -5.05  -0.07  0.054
C  -1.73  -6.37  -0.23  -0.603
O  -2.86  -7.31  -0.28  -0.351
C  -2.41  -8.62  -0.63  -0.744
N  -1.46  -4.04  0.62  -0.633
H  -3.50  -3.60  -1.31  -0.024
H  -3.25  -5.32  -2.01  0.504
H  -1.91  -4.14  -1.97  -0.055
H  -3.20  -5.21  0.59  0.450
H  -1.11  -6.58  0.63  0.448
H  -1.13  -6.52  -1.13  0.159
H  -3.32  -9.23  -0.64  0.260
H  -1.85  -9.07  0.19  0.315
H  -1.90  -8.66  -1.59  0.280
H  -0.64  -3.92  0.02  0.061
H  -1.12  -4.51  1.45  0.266
C  1.88  3.71  -2.42  0.001
C  1.54  4.86  -3.41  0.215
C  0.06  4.64  -3.87  -1.014
O  -0.23  3.37  -4.44  -0.061
C  -1.37  3.46  -5.32  -0.863
N  1.50  6.27  -2.90  -0.758
H  1.71  2.73  -2.88  -0.054
H  1.15  3.93  -1.65  -0.547
H  2.91  3.84  -2.04  0.396
H  2.20  4.89  -4.27  0.352
H  -0.20  5.34  -4.63  0.586
H  -0.53  4.81  -2.93  0.288
H  -1.83  2.51  -5.23  0.158
H  -1.00  3.71  -6.33  0.216
H  -2.00  4.27  -4.95  0.468
H  2.30  6.58  -2.38  0.267
H  0.72  6.33  -2.23  0.255
C  3.66  2.70  2.59  -1.401
C  2.70  2.31  3.65  1.073
C  3.30  1.53  4.81  -0.423
O  4.47  2.17  5.27  -0.392
C  5.01  1.55  6.49  -0.625
N  2.02  3.62  4.12  -0.750
H  3.17  2.74  1.62  0.169
H  4.37  1.88  2.52  0.384
H  4.09  3.67  2.89  0.336
H  1.89  1.67  3.34  -0.062
H  3.48  0.49  4.43  -0.145
H  2.60  1.35  5.62  0.526
H  5.17  0.45  6.34  0.176
H  4.27  1.64  7.33  0.275
H  5.90  2.09  6.82  0.283
H  1.42  3.30  4.88  0.213
H  2.73  4.18  4.60  0.253
C  -6.59  0.95  -0.90  -1.168
C  -6.07  2.14  -0.14  0.276
C  -6.79  2.44  1.21  -0.766
O  -6.41  3.70  1.73  -0.341
C  -6.79  3.70  3.12  -0.758
N  -4.58  2.08  0.05  0.100
H  -7.62  1.08  -1.15  0.506
H  -6.40  0.05  -0.32  0.129
H  -6.03  0.90  -1.82  0.163
H  -6.36  2.98  -0.75  0.407
H  -6.53  1.63  1.93  0.269
H  -7.90  2.47  1.17  0.385
H  -6.61  4.69  3.38  0.291
H  -6.12  3.00  3.61  0.295
H  -7.81  3.44  3.27  0.312
H  -4.35  1.32  0.65  -0.311
H  -4.35  2.96  0.59  0.292
C  2.03  -1.19  -0.76  -1.270
C  0.55  -0.98  -0.60  1.237
C  0.24  0.57  -0.44  -1.050
O  -1.11  0.80  -0.70  1.766
C  -1.44  2.17  -0.56  0.485
N  -0.21  -1.42  -1.74  0.047
H  2.36  -2.23  -0.70  0.454
H  2.51  -0.64  0.09  0.204
H  2.44  -0.84  -1.75  -0.043
H  0.23  -1.38  0.37  0.124
H  0.87  1.25  -1.04  -0.177
H  0.44  0.76  0.58  0.021
H  -1.41  2.50  0.47  -0.153
H  -2.43  2.38  -0.92  -0.382
H  -0.67  2.70  -1.12  -0.403
H  -1.17  -1.05  -1.55  0.050
H  -0.28  -2.47  -1.88  -0.517

Properties
Gap between HOMO and LUMO: 9.5001 eV
E_HOMO: -0.334 Eh
E_tot: -3154.36643 a.u.

# 2
This record from the OMol25 dataset describes C28H64B2Cs2O14S7 as an isolated structure in a non-equilibrium geometry. The level of theory is wB97M-V/def2-TZVPD.

Last column: Mulliken charge in e.
Positions of all 117 atoms, in Å:
Cs  -0.23  -3.41  -4.07  1.084
Cs  -0.20  -0.02  -0.68  0.318
B  2.05  -1.70  -2.48  1.223
H  2.35  -2.60  -2.99  -0.284
H  1.31  -1.19  -3.08  -0.373
H  1.61  -1.91  -1.52  -1.142
H  2.86  -0.99  -2.33  -0.377
B  -2.27  -2.26  -2.04  2.612
H  -2.67  -1.89  -1.11  -0.921
H  -1.70  -3.16  -1.87  -0.592
H  -3.10  -2.49  -2.70  -0.261
H  -1.70  -1.52  -2.58  -1.207
C  -5.05  -2.97  1.53  -0.529
C  -5.98  -1.72  1.56  -0.606
C  -4.93  -0.59  1.40  -0.567
S  -3.44  -1.07  2.49  0.980
O  -3.54  -0.54  3.82  -0.766
O  -2.18  -0.96  1.72  -0.194
C  -3.91  -2.83  2.59  -0.678
H  -4.60  -3.06  0.54  0.141
H  -5.66  -3.87  1.62  0.417
H  -6.51  -1.69  2.51  0.309
H  -6.69  -1.83  0.74  0.360
H  -5.19  0.46  1.56  0.340
H  -4.56  -0.59  0.38  0.182
H  -4.25  -2.82  3.62  0.413
H  -3.15  -3.61  2.50  0.180
C  2.36  -5.15  1.21  -0.703
C  1.94  -3.93  0.41  0.307
C  0.45  -3.56  0.84  0.311
S  -0.02  -4.47  2.35  1.047
O  -0.64  -5.79  1.97  -0.721
O  -0.43  -3.65  3.45  -0.544
C  1.74  -5.11  2.57  -0.861
H  3.45  -5.02  1.23  0.326
H  2.20  -6.14  0.80  0.363
H  2.09  -3.96  -0.67  0.500
H  2.43  -3.03  0.78  -0.575
H  -0.27  -3.62  0.03  0.136
H  0.47  -2.52  1.17  -0.469
H  1.79  -6.11  3.00  0.462
H  2.31  -4.47  3.23  0.303
C  -2.72  5.96  0.39  -0.839
C  -4.10  5.37  0.57  -0.490
C  -4.02  4.41  1.77  -0.805
S  -2.40  3.50  1.48  1.188
O  -2.60  2.30  0.72  -0.458
O  -1.65  3.51  2.75  -0.753
C  -1.65  4.80  0.37  -0.376
H  -2.46  6.54  1.28  0.331
H  -2.57  6.57  -0.50  0.368
H  -4.28  4.92  -0.41  0.241
H  -4.88  6.14  0.62  0.408
H  -4.74  3.59  1.73  0.319
H  -3.81  4.96  2.69  0.396
H  -1.55  4.43  -0.65  0.226
H  -0.64  4.98  0.73  0.265
C  3.22  2.82  -2.87  -1.011
C  3.69  2.47  -1.47  0.352
C  3.42  3.70  -0.61  -0.998
S  1.75  4.32  -1.03  1.025
O  1.54  5.77  -0.86  -0.728
O  0.83  3.35  -0.52  -0.295
C  2.08  3.89  -2.86  -0.769
H  2.90  1.95  -3.44  0.319
H  4.08  3.19  -3.43  0.387
H  4.70  2.08  -1.49  0.437
H  3.07  1.64  -1.10  -0.201
H  4.08  4.52  -0.90  0.450
H  3.54  3.54  0.46  0.319
H  2.65  4.73  -3.26  0.334
H  1.09  3.73  -3.29  0.468
C  5.70  -1.88  0.94  -0.737
C  4.72  -0.83  0.60  0.569
C  5.26  0.52  1.21  -0.442
S  6.18  0.05  2.79  0.980
O  5.33  0.28  3.93  -0.545
O  7.57  0.43  2.61  -0.683
C  5.92  -1.77  2.42  -0.573
H  6.55  -1.80  0.26  0.334
H  5.24  -2.84  0.72  0.281
H  3.71  -1.03  0.97  -0.658
H  4.60  -0.65  -0.47  0.397
H  4.45  1.21  1.45  -0.155
H  5.96  0.94  0.49  0.527
H  5.03  -2.08  2.97  0.173
H  6.78  -2.32  2.80  0.543
C  0.91  1.92  4.59  -0.353
C  0.49  0.67  5.30  -0.815
C  0.49  -0.41  4.21  -0.447
S  1.88  -0.07  3.16  0.962
O  1.41  0.12  1.80  -0.125
O  2.91  -1.05  3.42  -0.592
C  2.26  1.63  3.90  -0.823
H  1.02  2.69  5.35  0.495
H  0.18  2.22  3.84  0.119
H  -0.55  0.85  5.58  0.389
H  1.12  0.51  6.17  0.375
H  -0.40  -0.30  3.59  -0.078
H  0.51  -1.44  4.57  0.440
H  2.57  2.28  3.08  0.272
H  3.01  1.48  4.67  0.343
C  -3.77  0.55  -5.67  -0.561
C  -4.31  -0.08  -7.02  -0.773
C  -3.14  -0.59  -7.86  -0.621
S  -1.83  -1.05  -6.63  1.042
O  -0.71  -0.16  -6.85  -0.649
O  -1.70  -2.49  -6.77  -0.672
C  -2.85  -0.55  -5.16  -0.299
H  -4.54  0.70  -4.92  0.352
H  -3.30  1.50  -5.94  0.324
H  -5.07  0.53  -7.49  0.408
H  -4.99  -0.87  -6.71  0.311
H  -2.68  0.16  -8.50  0.317
H  -3.39  -1.44  -8.48  0.346
H  -2.18  -0.44  -4.31  0.062
H  -3.47  -1.43  -4.99  0.181

Properties
Energy relative to the best compared isomer or geometry (same formula, charge and spin): 0.00 kcal/mol
Gap between HOMO and LUMO: 9.2273 eV
E_HOMO: -0.343 Eh
E_tot: -5035.65400 a.u.

# 3
This record from the OMol25 dataset describes one molecule with the formula C19H23NO3 in a non-equilibrium geometry. The level of theory is wB97M-V/def2-TZVPD.

Last column: Mulliken charge in e.
Positions of all 46 atoms, in Å:
C  4.20  -3.10  2.80  -0.892
N  3.43  -1.93  2.36  -0.152
C  2.14  -1.96  1.77  0.026
O  1.46  -2.97  1.67  -0.649
C  1.65  -0.63  1.06  0.434
O  2.75  0.29  0.92  -0.511
C  2.57  1.20  -0.16  -0.615
C  0.47  0.00  1.78  0.529
C  0.71  0.98  2.78  -0.418
C  -0.36  1.63  3.45  -0.768
C  -1.67  1.22  3.17  -0.545
C  -1.92  0.25  2.21  -0.664
C  -0.88  -0.39  1.48  0.546
C  -1.32  -1.32  0.37  -1.062
O  -2.46  -0.81  -0.40  -0.441
C  -2.17  -0.04  -1.53  0.024
C  -1.28  1.03  -1.44  0.421
C  -0.92  1.79  -2.57  0.306
C  0.03  2.90  -2.46  -1.614
C  -1.43  1.48  -3.81  -0.707
C  -2.34  0.40  -3.92  -0.716
C  -2.71  -0.34  -2.81  0.731
C  -3.77  -1.42  -3.06  -1.500
H  4.87  -2.81  3.59  0.331
H  4.79  -3.48  1.96  0.306
H  3.55  -3.89  3.18  0.303
H  3.91  -1.04  2.33  0.218
H  1.39  -0.94  0.03  0.439
H  2.62  0.71  -1.16  0.297
H  3.33  1.99  -0.13  0.389
H  1.58  1.70  -0.10  0.129
H  1.72  1.27  3.04  0.426
H  -0.17  2.50  4.10  0.381
H  -2.56  1.65  3.65  0.351
H  -2.93  -0.06  1.99  0.488
H  -0.52  -1.60  -0.31  0.368
H  -1.62  -2.26  0.84  0.460
H  -0.87  1.29  -0.49  0.537
H  -0.10  3.63  -3.24  0.481
H  -0.06  3.42  -1.51  0.369
H  1.03  2.44  -2.54  0.205
H  -1.23  2.08  -4.68  0.392
H  -2.81  0.20  -4.88  0.334
H  -3.70  -1.78  -4.05  0.454
H  -4.77  -0.97  -2.91  0.290
H  -3.65  -2.30  -2.39  0.292

Properties
Energy relative to the best compared isomer or geometry (same formula, charge and spin): 43.75 kcal/mol
Gap between HOMO and LUMO: 9.2048 eV
E_HOMO: -0.311 Eh
E_tot: -1018.25574 a.u.

# 4
This record from the OMol25 dataset describes C16H18NO14S2 as an isolated structure in a non-equilibrium geometry. The level of theory is wB97M-V/def2-TZVPD.

Last column: Mulliken charge in e.
Positions of all 51 atoms, in Å:
C  -0.97  0.77  -0.42  -1.168
C  -2.37  1.32  -0.61  0.043
O  -2.51  1.82  -1.93  -0.367
C  -3.84  1.88  -2.42  -0.393
C  -4.86  2.40  -1.42  -0.672
O  -6.09  2.45  -2.17  -0.298
S  -7.42  2.14  -1.32  1.256
O  -7.34  3.00  -0.17  -0.685
O  -8.51  2.37  -2.21  -0.660
N  -7.38  0.62  -0.79  -0.422
S  -6.59  -0.51  -1.58  0.973
O  -7.06  -1.80  -1.13  -0.687
O  -6.47  -0.32  -3.00  -0.593
H  -0.24  1.57  -0.56  0.261
H  -0.87  0.40  0.59  0.350
H  -0.77  -0.03  -1.12  0.268
H  -3.09  0.54  -0.38  0.172
H  -2.53  2.14  0.09  0.233
H  -4.18  0.92  -2.82  0.280
H  -3.83  2.58  -3.25  0.308
H  -4.63  3.41  -1.09  0.339
H  -5.01  1.74  -0.57  0.500
H  -5.33  -0.43  -1.07  -0.046
C  2.81  -3.98  1.53  -0.938
C  2.29  -2.95  0.86  0.485
C  1.29  -2.00  1.51  1.028
O  0.88  -1.07  0.85  -0.411
C  0.89  -2.26  2.88  -1.275
C  1.41  -3.30  3.54  0.384
C  2.42  -4.23  2.91  1.006
O  2.85  -5.13  3.59  -0.646
O  1.10  -3.61  4.79  -0.589
O  2.60  -2.67  -0.39  -0.636
H  3.52  -4.66  1.08  0.427
H  0.16  -1.60  3.33  0.473
H  1.62  -4.40  5.02  0.360
H  2.11  -1.87  -0.66  0.365
C  5.91  0.62  1.19  -0.997
C  4.69  0.23  0.78  0.494
C  4.14  0.63  -0.56  0.937
O  3.04  0.21  -0.87  -0.457
C  4.94  1.49  -1.41  -1.176
C  6.15  1.88  -1.00  0.318
C  6.72  1.46  0.33  1.115
O  7.84  1.85  0.61  -0.631
O  6.95  2.67  -1.71  -0.581
O  3.90  -0.53  1.52  -0.524
H  6.32  0.33  2.15  0.449
H  4.52  1.79  -2.37  0.441
H  7.76  2.78  -1.18  0.366
H  3.08  -0.66  1.01  0.222

Properties
Energy relative to the best compared isomer or geometry (same formula, charge and spin): 0.00 kcal/mol
Gap between HOMO and LUMO: 5.4633 eV
E_HOMO: -0.219 Eh
Total charge: -1
E_tot: -2525.00080 a.u.

Number 1 is which compound?
C34H99N15O13

Look up the E_tot of the first one.
-3154.36643 a.u.